3 unconnected molecules or ions with the total composition C20H49N7O5P3 at a distorted geometry, computed with the ωB97M-V functional and the def2-TZVPD basis.

```
84
Properties=species:S:1:pos:R:3:forces:R:3
C 3.607984 -6.044679 -0.594485 -5.54 3.03 -3.85
C 2.509746 -5.677497 -1.243567 5.65 -0.11 3.24
C 1.368558 -4.869813 -2.076280 2.13 -3.55 -0.74
C -0.056360 -5.625819 -2.171527 0.67 2.25 -2.35
C -0.956677 -4.273806 -2.454166 -0.96 -0.43 2.12
C -2.079499 -4.220067 -1.253949 0.37 1.91 -1.01
O -3.293625 -4.959579 -1.563829 3.08 -0.03 -1.15
O -4.262484 -4.340820 -0.841058 -2.61 1.22 1.43
C -0.045948 -2.969624 -2.041490 0.28 -3.62 -0.97
N 1.207108 -3.397164 -1.833474 -2.40 0.27 0.27
P 2.338866 -2.117128 -1.311562 1.02 2.19 1.98
C 3.510524 -1.636399 -2.739734 0.52 -1.28 0.17
O 3.296439 -2.810413 -0.034741 -0.29 1.23 -2.62
H 4.671618 -6.117821 -0.131469 -2.69 -0.27 -1.01
H 1.764313 -4.905306 -3.155599 -0.34 0.07 1.61
H -0.399431 -6.330813 -1.333663 0.65 1.46 -1.21
H 0.018198 -6.139202 -3.212995 -0.32 0.32 2.24
H -1.414326 -4.261908 -3.527516 0.82 0.36 2.07
H -2.383410 -3.097008 -1.176390 0.33 -1.95 0.19
H -1.553413 -4.528209 -0.278342 -1.05 0.24 -1.35
H -4.871581 -3.866498 -1.461515 0.90 -0.65 0.14
H -0.534255 -1.935321 -1.943438 1.52 -1.43 0.05
H 4.452515 -2.317369 -2.632380 -1.51 1.34 -0.66
H 3.775195 -0.512243 -2.589826 -0.62 -2.08 -0.24
H 2.944926 -1.822496 -3.733480 1.14 0.43 1.56
H 4.147127 -2.298145 -0.077298 -0.81 -0.77 0.22
O -0.964595 -0.083669 1.773257 -3.08 1.41 0.92
P -0.982706 -0.263161 3.305094 6.40 -2.56 0.17
N 0.477853 0.581208 3.587376 1.18 1.20 0.48
C 1.754276 0.192906 3.015136 0.15 -0.39 -0.37
C 0.306946 2.035770 3.454028 -0.62 0.01 0.32
N -0.847534 -1.973418 3.250260 -1.48 -2.02 -0.71
C 0.401522 -2.707691 3.253750 0.12 0.15 0.67
C -1.754612 -2.612852 2.295386 -0.01 0.29 -0.03
N -1.047866 -0.457012 5.066304 -2.71 0.85 -0.48
C 0.033413 -0.450002 6.031941 0.54 1.11 0.09
C -2.314310 -0.922716 5.612612 -0.21 -0.08 -0.07
H 2.556390 0.838631 3.390495 -0.33 0.19 -0.07
H 1.756557 0.230694 1.917423 0.13 0.00 0.00
H 2.054768 -0.800725 3.337582 -0.18 -0.12 -0.11
H -0.377239 2.397716 4.232494 -0.04 -0.02 -0.11
H -0.110440 2.308171 2.478362 0.09 0.03 -0.04
H 1.245729 2.577901 3.584149 0.04 -0.29 0.04
H 0.994220 -2.509976 2.354029 0.15 0.01 -0.13
H 0.221848 -3.787434 3.301755 -0.27 0.14 -0.07
H 0.998089 -2.490650 4.139860 0.09 0.16 -0.11
H -1.351075 -2.580497 1.274542 -0.05 0.02 -0.19
H -2.728400 -2.115921 2.292952 0.14 -0.03 -0.13
H -1.936405 -3.658603 2.564451 0.17 0.08 0.14
H 0.875373 -1.075391 5.728217 -0.03 0.10 -0.20
H -0.289705 -0.823877 7.009133 -0.43 -0.03 -0.29
H 0.399871 0.565193 6.202156 0.17 -0.14 0.06
H -2.297845 -2.005306 5.778336 0.04 -0.02 0.06
H -3.136498 -0.700145 4.926001 0.07 -0.07 0.06
H -2.551745 -0.423685 6.557125 0.00 -0.02 -0.08
O 1.716048 3.350720 -1.697746 1.76 3.04 -0.35
P 0.642062 4.377400 -2.109751 -5.09 -4.62 0.63
N -0.365064 4.114337 -0.752244 -0.90 0.26 1.50
C -0.949514 2.826807 -0.423870 0.13 -0.54 -0.21
C 0.183992 4.725376 0.467282 0.21 0.56 -0.36
N 0.187217 3.547020 -3.543143 0.97 -0.55 -2.30
C -0.852020 2.541921 -3.625363 -0.49 0.53 0.08
C 1.318675 3.106258 -4.364535 0.18 0.02 0.27
N -0.559207 5.590031 -2.590666 2.39 1.60 -0.38
C -1.965507 5.675280 -2.249852 -0.15 0.21 1.18
C -0.162414 6.495501 -3.659160 0.16 0.02 -0.15
H -1.610840 2.913696 0.445804 0.32 0.18 0.03
H -0.193150 2.058787 -0.214958 -0.16 -0.08 0.09
H -1.609683 2.471419 -1.210976 0.16 -0.02 -0.17
H 0.211521 5.816538 0.350575 0.11 -0.07 -0.01
H 1.202594 4.377761 0.673131 -0.01 -0.05 0.08
H -0.428765 4.518980 1.347218 -0.15 -0.10 -0.25
H -0.603618 1.648704 -3.041594 -0.01 -0.19 0.12
H -1.011626 2.226503 -4.662457 0.28 0.16 0.01
H -1.819287 2.930325 -3.306192 0.05 -0.06 0.22
H 1.742515 2.163962 -3.994606 0.15 -0.05 -0.02
H 2.111539 3.858925 -4.366489 -0.03 -0.16 0.06
H 1.015888 2.965577 -5.407284 -0.21 0.05 0.14
H -2.487892 4.723855 -2.369456 0.17 -0.08 0.11
H -2.495127 6.397426 -2.880100 0.48 0.02 -0.18
H -2.098999 6.016515 -1.220425 -0.19 -0.11 -0.05
H -0.539177 6.150886 -4.628257 -0.07 0.02 -0.02
H 0.927675 6.560142 -3.725955 -0.10 -0.03 -0.04
H -0.525639 7.512059 -3.479429 0.05 -0.06 -0.01
```
Positions in Å, forces in eV/Å.

The value obtained for the energy is -70047.4168 eV. Its charge is +1.



3 unconnected molecules or ions with the total composition C20H50BN2O4S, computed with the ωB97M-V functional and the def2-TZVPD basis.

```
78
Properties=species:S:1:pos:R:3:forces:R:3
C 2.060236 -2.937527 -1.496443 0.01 0.05 0.07
C 3.361955 -2.323070 -0.965992 -0.35 -0.04 0.00
C 3.576975 -0.862131 -1.381391 0.13 -0.04 -0.05
C 3.155771 0.187032 -0.343794 0.08 -0.18 0.02
C 1.764329 0.033623 0.278263 -0.19 0.36 -0.16
B 0.502704 0.831369 -0.432603 0.07 -0.73 0.12
S 0.859240 2.773455 -0.222043 -0.10 0.38 0.08
C 0.350325 0.453813 -2.023578 0.18 0.31 -0.22
C -0.430739 1.439740 -2.906562 -0.25 -0.34 -0.10
N -1.337800 0.777700 -3.884905 0.08 -0.07 0.29
C -0.842300 0.533830 0.496770 0.09 0.26 -0.16
C -2.151727 0.218097 -0.236177 -0.15 -0.21 0.23
C -2.225949 -1.233680 -0.750980 0.22 0.29 -0.03
C -3.143573 -2.127558 0.068472 0.14 -0.27 -0.14
C -2.633903 -2.408606 1.483580 -0.14 0.14 -0.23
N -1.366665 -3.122524 1.555589 -0.04 -0.09 0.38
H 1.865355 -2.611856 -2.519653 0.03 -0.07 -0.06
H 2.100259 -4.028576 -1.479362 0.00 -0.04 -0.01
H 1.198825 -2.631083 -0.903098 -0.02 0.06 -0.04
H 4.190898 -2.942605 -1.313759 0.11 0.03 0.01
H 3.340937 -2.375096 0.125871 0.19 -0.10 0.04
H 3.075287 -0.697429 -2.337372 -0.05 0.03 0.00
H 4.644330 -0.710590 -1.577487 0.03 0.03 -0.04
H 3.918779 0.155337 0.444596 0.02 0.02 0.02
H 3.250166 1.171650 -0.808672 -0.01 0.08 0.06
H 1.509033 -1.029207 0.383498 0.01 -0.03 0.03
H 1.813029 0.419803 1.303925 -0.02 -0.06 0.06
H 1.389775 3.116515 -1.401542 0.08 -0.09 -0.09
H 1.357867 0.367983 -2.446751 -0.01 -0.02 -0.03
H -0.104545 -0.529674 -2.165549 -0.02 -0.06 0.11
H 0.276922 2.083663 -3.436244 -0.03 0.24 0.09
H -1.059006 2.076717 -2.286133 0.07 0.13 0.01
H -2.154669 1.350168 -4.041131 -0.01 0.09 -0.15
H -0.879915 0.642770 -4.774876 0.02 -0.04 -0.07
H -1.019584 1.386214 1.163496 0.03 0.02 0.04
H -0.618176 -0.307235 1.169253 -0.03 -0.01 0.03
H -2.306429 0.909744 -1.063342 0.04 0.05 -0.05
H -3.005766 0.373272 0.439710 -0.04 0.03 -0.02
H -2.513647 -1.247558 -1.803453 -0.10 -0.05 -0.02
H -1.215639 -1.650661 -0.720744 -0.01 -0.08 -0.06
H -3.245155 -3.093308 -0.444659 -0.10 -0.03 0.01
H -4.145594 -1.689736 0.120033 -0.06 0.02 0.03
H -3.392324 -2.992338 2.013270 -0.02 0.04 0.12
H -2.515442 -1.458942 2.007142 -0.03 -0.05 0.16
H -0.587782 -2.497517 1.412258 0.10 0.05 -0.16
H -1.318807 -3.861814 0.868821 0.04 0.00 -0.13
C 7.242401 4.884098 -1.347473 -0.03 0.00 -0.01
O 7.464531 4.332151 -2.631846 -0.01 0.01 0.00
C 7.369404 2.916991 -2.659892 0.07 0.04 -0.03
C 6.014781 2.440709 -3.136072 -0.12 -0.10 0.02
O 4.986814 2.802655 -2.240667 0.09 0.11 0.05
C 4.219065 3.917778 -2.653639 -0.07 -0.06 0.01
H 7.126304 5.959698 -1.472018 0.03 0.01 -0.01
H 6.339528 4.479592 -0.885686 0.01 0.00 0.01
H 8.098388 4.694351 -0.689141 -0.02 -0.02 0.02
H 7.572654 2.503252 -1.666710 0.00 -0.01 0.02
H 8.140239 2.549389 -3.345131 -0.01 0.00 0.00
H 6.030379 1.347163 -3.196200 0.01 0.00 -0.02
H 5.811692 2.831919 -4.139333 0.02 0.02 -0.01
H 3.550445 3.640759 -3.476388 0.01 0.03 -0.02
H 4.853730 4.750939 -2.969377 0.01 0.00 0.00
H 3.611699 4.224784 -1.804177 -0.02 -0.06 0.01
C -4.912575 -2.893557 4.927675 0.07 0.01 -0.05
O -5.079434 -1.673650 4.232832 -0.10 -0.02 0.09
C -6.062701 -1.726801 3.214280 0.18 0.09 -0.02
C -7.354406 -1.078398 3.657911 -0.13 -0.04 -0.04
O -7.969622 -1.776698 4.730746 0.04 -0.02 0.01
C -7.717005 -1.200206 5.996501 0.00 -0.02 0.00
H -4.313959 -2.683073 5.812585 0.03 0.00 -0.02
H -5.872190 -3.317302 5.236498 -0.01 0.00 0.01
H -4.377762 -3.622375 4.308828 -0.02 -0.02 0.01
H -6.241887 -2.761647 2.905195 -0.03 -0.01 0.01
H -5.671696 -1.180481 2.350426 -0.01 -0.02 -0.02
H -8.058745 -1.078846 2.820485 0.01 0.01 0.00
H -7.165289 -0.038027 3.940737 0.01 0.02 0.00
H -8.283948 -0.270407 6.122418 0.03 0.02 0.00
H -6.654301 -0.992270 6.139762 0.00 0.01 0.01
H -8.044395 -1.914664 6.750620 -0.03 0.00 -0.01
```
Positions in Å, forces in eV/Å.

The value obtained for the energy is -44232.5008 eV. Its charge is -1.



- The lowest charge belongs to which entry?
  C20H50BN2O4S